No. 1
A 3-piece molecular cluster, C45H76BrFIN5O6PS3 overall. Source: the Open Molecules 2025 dataset; level of theory: the ωB97M-V functional and the def2-TZVPD basis.

The geometry in XYZ format:
```
139
Properties=species:S:1:pos:R:3:forces:R:3
C -0.163170 4.860575 -4.811648 -0.3816 -0.5594 -1.5250
C -0.284543 3.232312 -4.634382 -0.6675 2.5022 1.0253
C -1.739929 3.010558 -3.934259 -0.4406 1.4315 -1.5992
Br -1.790472 3.648579 -2.039507 0.4280 0.1828 -0.6431
P -2.485828 1.265760 -4.220095 4.8630 -1.3507 -0.5668
C -2.781891 -0.459353 -4.981457 -1.6837 -1.8867 -0.3968
C -3.882110 -1.394320 -4.308561 -0.7266 -1.4960 -1.1254
C -5.305925 -1.455996 -5.104396 0.0894 0.0219 1.3566
N -5.920039 -2.809714 -4.747893 -0.8225 1.1699 -0.0080
S -4.596859 1.854074 -4.012286 -6.9973 -1.3477 -0.0145
O -5.352377 1.751974 -5.331270 2.5968 0.7361 3.3560
O -5.309939 1.112950 -2.887679 2.1244 2.4302 -2.9113
F -4.767026 3.505275 -3.561343 0.4680 -1.7006 -0.5487
O -0.790066 0.755226 -4.237154 0.6340 0.2556 2.2449
C -0.315316 0.206134 -2.992032 0.4290 -1.8058 -0.7316
C 1.065129 0.717861 -2.356743 -0.3854 0.6321 0.0444
C 2.392795 0.254058 -3.128837 0.6034 0.6055 2.7192
C 3.634990 1.031462 -2.391153 -0.7031 0.9512 -0.7599
I 2.492872 0.814579 -5.228836 -0.1445 -0.6798 0.5679
C -1.588044 0.013387 -1.969008 1.4640 0.8423 -0.0767
N -1.727453 -1.467695 -1.961514 -1.3973 0.6477 -0.6026
C -1.449471 0.551858 -0.455149 -0.6413 0.1791 0.8388
C -1.337382 -0.580639 0.675281 0.0279 0.0236 0.8464
C 0.145130 -1.223575 0.811189 -0.3908 1.2630 -0.4936
S 0.235413 -2.623182 2.045931 1.2801 -0.7003 -0.5567
C 0.664282 -4.207271 1.148808 -1.2422 0.4489 -1.3531
S -0.428537 -4.705584 -0.029731 1.7168 0.4246 1.6472
N 1.905756 -4.914053 1.522824 -0.5996 -0.4007 -1.8008
C 3.062239 -4.506994 0.699770 4.0816 0.9694 -1.6660
C 4.475064 -4.981432 1.209202 0.0661 1.3659 -2.3151
C 5.800620 -4.693830 0.467232 -3.7655 0.9373 -1.1224
C 5.742556 -3.888465 -0.858788 -3.4268 -1.0539 2.3913
C 4.337627 -3.407347 -1.353336 0.8784 -1.4098 2.0106
C 3.003627 -3.691616 -0.617452 2.8855 -1.4153 1.6411
C 1.765860 -6.384658 1.503552 -0.3857 -5.2437 0.8982
C 1.620616 -7.158156 2.863775 0.0970 -1.7628 -2.4729
C 1.512931 -8.726311 2.934862 0.0962 1.3307 -3.1082
C 1.499990 -9.609418 1.658933 0.5176 4.6573 -0.3283
C 1.642834 -8.839986 0.291391 0.0636 2.0476 2.7128
C 1.791225 -7.277608 0.217308 -0.3299 -1.4635 2.7763
O -2.656146 0.817140 -2.542590 1.3830 -1.7741 -0.0982
H -0.857003 5.435269 -4.113112 1.3268 -0.7553 -0.6773
H -0.544587 5.080423 -5.885418 0.5751 -0.1432 1.6817
H 0.926693 5.199650 -4.794962 -1.5147 -0.2977 0.2749
H -0.236033 2.819058 -5.694061 -0.0914 0.0099 1.7665
H 0.582924 2.944385 -3.959258 -1.3846 -0.1445 -1.1088
H -2.421101 3.744190 -4.523657 0.8670 -1.0563 1.2402
H -2.525958 1.710067 -5.616521 0.0287 0.4435 0.4349
H -1.788492 -1.049145 -5.010402 -1.6346 1.2488 0.3357
H -3.073186 -0.329240 -6.096924 0.3383 0.0206 1.8082
H -3.486618 -2.484179 -4.374143 -0.6781 1.6871 0.1401
H -4.111899 -1.221222 -3.207530 0.4860 0.1851 -1.5102
H -6.053086 -0.678820 -4.683134 1.6065 -0.7120 -1.1504
H -5.182617 -1.382914 -6.237186 -0.1166 -0.0059 1.5979
H -6.151316 -2.693780 -3.737351 0.2231 -0.3770 -0.9143
H -6.858831 -2.796452 -5.204959 0.8684 -0.2048 0.4858
H -0.032905 -0.874520 -3.319550 -0.3857 1.3456 0.8242
H 1.096706 1.860246 -2.159665 -0.1201 -1.7684 -0.5133
H 1.129180 0.244072 -1.299571 0.0006 0.6350 -1.7265
H 2.564448 -0.857103 -2.920327 -0.4789 1.3985 -1.0044
H 4.539430 0.359659 -2.218112 -1.2585 0.9546 -0.1728
H 3.909985 1.911560 -3.090817 -0.0999 -1.4794 1.3053
H 3.250386 1.540928 -1.425864 0.7686 -1.1837 -1.3274
H -2.569954 -1.797547 -1.476419 0.7520 0.1609 -0.1018
H -0.875204 -1.955321 -1.668739 -0.7095 0.4606 -0.0180
H -0.599868 1.294207 -0.277419 -1.0873 -0.9189 -0.5204
H -2.426355 1.133378 -0.231301 1.6031 -0.9258 -0.4534
H -2.165055 -1.385936 0.616422 1.5506 1.2393 -0.1283
H -1.525584 -0.049972 1.689698 0.2900 -0.8056 -1.5774
H 0.617363 -1.504553 -0.188727 -0.7233 0.0925 1.4080
H 0.797558 -0.378858 1.262954 -0.8381 -1.5403 -0.7112
H 4.528020 -5.603567 2.172982 -0.2205 1.1426 -1.6455
H 6.765032 -5.124150 0.929315 -1.7106 0.9403 -0.9766
H 6.712080 -3.700168 -1.426808 -1.7341 -0.1265 0.7270
H 4.341458 -2.832317 -2.350034 -0.2558 -0.9747 1.7932
H 1.981288 -3.354401 -1.018172 1.9550 -0.5076 0.5523
H 1.601164 -6.612330 3.879883 0.0689 -0.7509 -2.0188
H 1.425812 -9.232049 3.962716 0.1525 0.9938 -1.7816
H 1.416171 -10.750382 1.715506 0.1346 2.0248 -0.1521
H 1.641808 -9.388222 -0.715131 0.0085 0.8146 1.8188
H 1.926200 -6.772375 -0.809351 -0.2734 -0.9552 1.8923
C -9.359100 5.633421 0.446995 -0.1630 -0.3558 -0.3413
C -8.149490 6.410361 1.014628 -2.0471 0.2739 -0.2459
C -7.621638 7.442179 -0.008658 0.4450 0.0632 -0.0793
C -6.767269 6.847407 -1.116849 -0.0347 -0.0702 -0.0192
C -5.641810 6.010525 -0.522659 -0.1321 0.3212 0.0803
C -6.159697 4.912286 0.428944 0.5019 -1.8112 -1.3163
N -7.104415 5.441115 1.469492 2.7623 3.1363 1.4836
O -6.353167 6.069778 2.416456 -1.5543 -1.5233 -1.1791
C -6.838527 3.806469 -0.422428 -0.0873 -0.0354 -0.0193
C -4.939650 4.185607 1.051095 -0.0764 0.4511 0.5518
C -8.785725 7.227357 2.176431 0.7213 -0.1766 0.3163
H -9.110525 4.807833 -0.213465 0.1615 0.0741 0.0015
H -9.966202 5.201578 1.250901 0.2013 0.1062 0.0047
H -10.013583 6.295000 -0.130202 0.1279 0.0824 0.1670
H -7.016606 8.196220 0.513660 -0.0549 -0.2131 0.1310
H -8.457274 7.991789 -0.457743 -0.0945 -0.1824 0.2631
H -7.386521 6.251599 -1.795641 0.0734 -0.0305 0.0533
H -6.340147 7.653384 -1.720812 -0.0508 -0.0429 0.0050
H -5.060561 5.562393 -1.335325 -0.0703 -0.2456 0.2215
H -4.951674 6.675249 0.011967 -0.1116 -0.0891 0.1364
H -7.360094 3.085301 0.214680 -0.0029 0.1317 -0.0128
H -6.093235 3.245614 -0.995593 0.0200 0.1861 0.1645
H -7.534089 4.189445 -1.164263 -0.0928 0.0416 0.0317
H -4.270016 4.864502 1.584802 -0.2491 0.0176 0.0618
H -4.332612 3.708803 0.275518 -0.3419 0.1267 -0.1421
H -5.260355 3.401586 1.744174 -0.0373 0.1190 -0.0299
H -9.132192 6.572429 2.981914 0.1203 0.0116 -0.1069
H -9.652121 7.792412 1.816883 0.1140 -0.2441 -0.2416
H -8.093360 7.957009 2.604270 0.0387 -0.2212 -0.0440
C 8.249127 -0.395214 3.162813 0.4795 0.1126 0.1184
C 6.971016 -1.110491 3.657092 0.4861 1.6396 -1.3507
C 6.279723 -0.301836 4.778682 -0.1809 -0.2269 0.3645
C 6.930479 -0.440291 6.145530 0.0610 0.0128 0.0081
C 7.074928 -1.911706 6.512697 -0.2770 0.1936 -0.1825
C 7.847421 -2.715489 5.445744 1.7335 -0.3992 1.1766
N 7.308955 -2.511672 4.060532 -4.0623 -1.0712 1.0239
O 6.168671 -3.248173 3.958104 2.2993 0.8542 -0.2385
C 9.344867 -2.315960 5.520113 0.0974 0.1084 -0.0998
C 7.854162 -4.209420 5.864211 -0.5815 -0.0340 -0.4700
C 6.035473 -1.031029 2.415295 -0.1885 -0.7444 0.3026
H 9.132454 -0.547443 3.776714 -0.0879 -0.0428 0.1090
H 8.524347 -0.726001 2.154985 -0.1674 -0.0675 0.1508
H 8.097989 0.688091 3.115447 -0.1729 -0.1548 -0.0274
H 5.234319 -0.626805 4.870405 0.1635 -0.1355 -0.1410
H 6.237467 0.759585 4.509121 0.0884 -0.2134 -0.2433
H 7.901030 0.067392 6.157586 -0.0078 -0.0777 0.0051
H 6.313449 0.062168 6.896175 0.0523 0.0038 -0.0437
H 7.577187 -1.991647 7.482714 0.1331 -0.1999 -0.1864
H 6.075054 -2.340163 6.653732 0.0802 -0.0550 -0.1817
H 9.906114 -2.738796 4.681256 -0.1102 0.0881 0.0202
H 9.803331 -2.700182 6.437193 -0.2622 -0.0792 -0.0883
H 9.511066 -1.242668 5.550205 -0.0322 0.0544 -0.1251
H 6.848165 -4.616088 5.990947 0.0610 0.1246 -0.2308
H 8.359438 -4.342989 6.825634 0.0382 0.3287 -0.1502
H 8.384059 -4.820975 5.127453 -0.0944 0.0899 0.0080
H 6.419982 -1.633237 1.586327 -0.0444 -0.0162 0.1563
H 5.956525 0.002262 2.061636 0.2634 -0.0457 0.2471
H 5.017771 -1.364000 2.634676 0.1953 -0.1186 0.0253
```
Positions in Å, forces in eV/Å.

Output
- Electronic energy: -6992.3938 Eh
- Largest force on an atom: 0.1386 Eh/bohr
- E_HOMO (spin up / spin down): -5.5660 / -5.5660 eV
- Total charge: -1
- <S²>: 2.009
- Orbital gap (spin up / spin down): 6.2 / 6.2 eV
- Molar mass: 1136.113 g mol⁻¹
- Multiplicity: 3

***

No. 2
C45H32BrN8S3Sc as an isolated structure. Source: the Open Molecules 2025 dataset; level of theory: the ωB97M-V functional and the def2-TZVPD basis.

The geometry in XYZ format:
```
90
Properties=species:S:1:pos:R:3:forces:R:3
Sc -0.883994 -0.961785 0.283305 0.0259 0.4844 0.0900
S -1.767365 0.350109 2.220765 -0.5800 -0.9538 -0.1363
C -0.706118 1.702468 2.008510 -0.2171 -0.8036 0.9117
N -0.956614 2.668603 2.901581 1.6442 -0.5599 -0.9250
N -0.143196 3.752630 2.647733 -1.3437 1.9955 -1.3060
C 0.924292 4.206256 3.297181 1.1255 1.0472 1.0873
C 1.590874 3.328061 4.166536 0.7650 -0.8317 0.2645
C 2.784481 3.662174 4.769636 0.1349 0.1185 0.4544
C 3.336990 4.931733 4.533105 2.1825 -0.7529 1.1277
C 2.697862 5.848448 3.732323 -0.9373 2.3344 -0.3097
C 1.460276 5.563399 3.175651 -0.4732 -1.0022 -0.9589
N 0.401987 1.657861 1.234652 -0.3557 -0.3496 -1.2427
N 0.533246 0.682410 0.267412 1.2287 1.3827 1.9860
C 1.845395 0.856555 -0.355377 -0.9916 0.0363 -0.0508
C 2.337737 -0.069208 -1.300848 1.0186 1.3719 0.2696
C 3.440034 0.348709 -2.097183 -0.6815 -0.7766 0.4172
C 3.974338 1.641717 -1.990943 -0.8171 -1.2743 0.6574
C 3.556616 2.453463 -0.959966 -0.3971 0.7941 0.5702
C 2.544686 2.044714 -0.113460 -0.5323 0.5119 0.4381
H -0.600759 4.420547 2.004336 0.5331 -0.4166 0.2553
H 1.216529 2.323055 4.260684 -0.2547 -0.1445 0.1364
H 3.298639 2.969578 5.468267 -0.4690 0.4453 -0.7529
H 4.363530 5.165822 4.977512 -1.7011 -0.2205 -0.6239
H 3.089197 6.913714 3.663015 -0.4313 -1.6432 -0.1216
H 0.924134 6.291809 2.543557 0.3422 -0.3682 0.4813
H 1.967233 -1.087287 -1.289181 -0.0207 0.1472 -0.4596
H 3.875722 -0.393530 -2.778966 -0.1798 0.5065 0.1489
H 4.741804 1.958661 -2.625536 1.0107 0.3196 -0.9651
H 3.908347 3.482600 -0.793771 0.2990 -0.6912 -0.2948
H 2.213257 2.700348 0.717459 0.2817 -0.5630 -0.9484
Br 4.719448 -0.599368 5.306037 -0.0044 0.0611 0.1127
C 3.340418 -1.105069 4.134464 -0.7168 0.7588 0.9337
C 2.045391 -1.255421 4.592909 -0.5613 -0.1189 0.6755
C 1.039394 -1.754460 3.747008 -0.3543 0.8098 1.5477
C 1.325190 -1.928803 2.436058 2.5370 -0.6335 -2.3324
C 2.624906 -1.583035 1.940776 -1.5423 0.2118 -0.5035
C 3.588603 -1.144219 2.784395 1.8644 -0.5017 -0.2238
N 0.395685 -2.399082 1.480630 -3.7856 -3.1528 0.8046
C -0.304361 -3.564806 1.741943 4.6303 3.5185 0.2730
C -1.612961 -3.759107 1.304104 -3.8515 -2.1098 -0.8142
C -2.347959 -4.948782 1.712056 0.7317 1.8357 -1.5682
C -3.644542 -5.158363 1.265650 -0.1624 0.8995 -0.4388
C -4.173711 -4.195008 0.395781 0.7512 0.1498 0.1183
C -3.437439 -3.064500 0.035764 1.1362 -0.4457 0.9801
N -2.206917 -2.823325 0.515133 0.1345 -0.6723 0.5864
H 1.760328 -0.939834 5.607921 0.3520 -0.5085 -0.4328
H 0.013371 -1.801764 4.120485 0.3211 -0.2378 -0.1412
H 2.826439 -1.524509 0.877241 -0.1595 -0.4415 0.0292
H 4.617685 -0.936828 2.446374 -0.7520 0.0053 -0.0460
H 0.187286 -4.387457 2.274721 -0.1897 0.5484 0.4422
H -1.857486 -5.739916 2.204848 0.6473 -0.5254 0.9231
H -4.221025 -6.041591 1.558590 0.3009 0.3569 -0.1753
H -5.119742 -4.290927 -0.070241 -0.8784 -0.2892 -0.1236
H -3.765514 -2.304842 -0.637107 -0.6398 0.2187 -0.3593
S 2.932672 -3.803992 -5.141692 -0.0144 -1.2737 1.0103
C 3.676523 -5.335853 -4.616340 -1.1989 1.0162 -0.1056
C 3.157198 -5.751314 -3.429621 0.4323 -0.3828 0.1342
C 2.157298 -4.862851 -2.889397 0.5885 0.2435 -0.7118
C 1.892335 -3.762317 -3.715625 1.2136 -2.2144 0.2380
C 0.850747 -2.788085 -3.485311 0.3077 0.6366 -0.1246
C 0.327917 -2.723782 -2.167268 -0.9373 0.9596 -0.1698
N -0.539416 -1.785925 -1.789126 -0.6830 0.0229 -2.2480
C -1.124309 -1.004859 -2.819724 3.0929 -0.8290 0.0657
C -0.579076 -0.969649 -4.172091 -1.1416 -0.9278 2.4162
C -1.293813 -0.142917 -5.072653 0.0095 -0.1027 -0.2824
C -2.318927 0.672721 -4.754757 -0.4933 0.6459 0.3633
C -2.699543 0.815365 -3.357848 0.7609 -0.4752 0.2350
C -3.521417 1.848909 -2.890819 -1.3141 -0.5561 1.8525
C -3.906815 1.919386 -1.484048 3.0810 -2.5546 -2.5231
C -3.296198 0.899961 -0.677875 -0.2072 0.7755 0.1821
N -2.383453 0.034757 -1.071917 -0.3166 -0.4464 -1.1563
C -2.085776 -0.072610 -2.415906 -1.3272 1.7124 0.2833
C -4.588052 2.966053 -0.880928 -2.2449 3.1654 0.7320
C -5.079597 4.100624 -1.573201 0.8531 -1.6011 1.5192
C -5.719863 5.017569 -0.761553 -0.8218 0.5920 1.7020
C -5.773233 4.621106 0.579090 0.2376 0.5063 -0.3016
S -4.964405 3.138577 0.869124 0.0149 0.0754 -1.9062
C 0.467178 -1.875120 -4.479321 -0.3276 -0.4404 1.0794
H 4.341383 -5.920653 -5.239339 0.1008 0.4944 -0.0438
H 3.562361 -6.711069 -3.013161 -0.8454 1.1575 -0.0603
H 1.706641 -5.045366 -1.908804 0.0235 0.0564 -0.5702
H 0.589683 -3.442666 -1.387316 0.3397 0.3720 -0.3295
H -1.009434 -0.280207 -6.072589 0.2726 0.2163 -1.4336
H -2.846006 1.267293 -5.541740 0.5609 -0.6067 0.8572
H -3.963762 2.478709 -3.657399 0.0871 0.2709 0.3547
H -3.494365 0.866744 0.398117 -0.0310 0.1862 -0.3882
H -4.897150 4.315454 -2.593017 0.0844 -0.1633 -0.9024
H -6.143517 5.954478 -1.137410 0.1579 -0.4205 0.3132
H -6.167864 5.164721 1.458676 0.1906 -0.3814 -0.8735
H 0.972403 -1.965807 -5.450740 -0.5231 0.3897 0.3246
```
Positions in Å, forces in eV/Å.

Output
- Electronic energy: -6700.8732 Eh
- ΔE to the lowest compared entry with this formula, charge and spin: 0.00 kcal/mol
- Largest force on an atom: 0.1132 Eh/bohr
- E_HOMO (spin up / spin down): -12.0238 / -12.0746 eV
- Total charge: +2
- Orbital gap (spin up / spin down): 5.1 / 5.2 eV
- Molar mass: 905.868 g mol⁻¹

***

No. 3
A 3-piece molecular cluster, CH7O2S overall. Source: the Open Molecules 2025 dataset; level of theory: the ωB97M-V functional and the def2-TZVPD basis.

The geometry in XYZ format:
```
11
Properties=species:S:1:pos:R:3:forces:R:3
C 1.505537 0.099741 0.829926 0.4683 -0.3458 2.3281
S 1.345450 0.492456 -0.892226 -0.0766 0.6706 -0.4553
H 0.945556 0.635873 1.621980 -0.3945 0.6942 -0.6755
H 2.507014 0.117571 1.370443 -0.5105 -0.2614 -1.2560
H 1.070668 -0.878313 0.949873 0.2860 -0.8298 0.3030
H -0.147940 -0.916091 -1.759608 0.7917 -0.1257 -0.8043
H -1.553563 -1.127042 -1.743961 0.1271 -0.6087 -1.1155
O -0.810033 -1.387906 -2.339763 -0.8696 0.7105 1.7659
H -1.540167 0.436344 0.103297 -1.3309 1.6493 0.8655
H -1.251651 1.408568 1.199062 -1.9928 -0.2977 -1.0994
O -2.070869 1.118799 0.660978 3.5018 -1.2556 0.1435
```
Positions in Å, forces in eV/Å.

Output
- Electronic energy: -590.9821 Eh
- ΔE to the lowest compared entry with this formula, charge and spin: 19.03 kcal/mol
- Largest force on an atom: 0.0724 Eh/bohr
- E_HOMO: -2.9384 eV
- Total charge: -1
- Orbital gap: 7.1 eV
- Molar mass: 83.132 g mol⁻¹